Entry 1:
C22H44BrI2N2O10PS2Si as an isolated structure, computed with the ωB97M-V functional and the def2-TZVPD basis.

```
85
Properties=species:S:1:pos:R:3
C -4.2576 -3.2075 1.9077
C -3.7130 -3.6541 0.3936
N -3.4803 -2.4094 -0.4435
C -4.6973 -2.0571 -1.2863
C -5.5902 -0.8088 -0.7089
C -2.2367 -2.5973 -1.3372
S -2.2219 -4.0236 -2.3238
S -0.8080 -1.3660 -1.4046
C -0.1524 -1.0236 0.3576
C 0.4565 0.4988 0.3485
C 0.0956 1.3760 1.7134
Si -1.5746 2.3738 1.4439
C -1.4904 3.5023 -0.1442
C -1.9885 2.7570 -1.5170
O -3.2007 2.2530 -1.7600
Br -0.6447 2.6230 -3.0416
P -3.1348 0.7824 1.2152
N -3.0129 -0.2112 2.5071
C -2.1062 3.3987 2.9855
I -4.1484 4.1531 2.5824
C -1.1257 4.6582 3.3587
C -1.5080 5.0789 4.9318
I -1.5789 6.4985 2.1793
H -4.9272 -2.2466 1.8905
H -4.9517 -4.0987 2.2552
H -3.3341 -3.0361 2.6060
H -4.4778 -4.4161 -0.0678
H -2.6640 -4.2035 0.5390
H -4.3030 -1.7429 -2.3660
H -5.4257 -2.9701 -1.4240
H -6.7342 -0.8429 -1.0171
H -5.5685 -0.7127 0.4799
H -5.1692 0.2350 -1.0993
H -0.9607 -1.2305 1.1825
H 0.7713 -1.7710 0.4723
H 1.6374 0.5072 0.1850
H 0.0158 1.0266 -0.6254
H -0.0294 0.5645 2.5797
H 1.0121 2.0741 1.9275
H -0.3829 3.9360 -0.2420
H -2.2496 4.3997 0.0424
H -4.4688 1.3759 1.2155
H -2.8902 0.1349 -0.0505
H -3.9095 -0.2226 3.0469
H -2.2134 2.6311 3.8890
H 0.0221 4.4345 3.2894
H -2.0424 4.1804 5.5051
H -0.5833 5.4559 5.5418
H -2.3467 5.9215 4.8283
C 5.6455 3.6009 1.5894
O 6.1838 2.4535 2.2435
C 5.2862 1.4576 2.4528
O 4.1073 1.4763 2.1350
O 5.9273 0.4375 3.0769
C 5.0996 -0.6883 3.3628
H 6.4499 4.3325 1.4736
H 5.2729 3.3386 0.5940
H 4.8530 4.0535 2.1940
H 4.7053 -1.1222 2.4382
H 4.2852 -0.4072 4.0382
H 5.7151 -1.4423 3.8612
C 8.6073 -0.6019 1.4834
O 8.5993 -1.1270 0.1573
C 8.4165 -2.4698 0.0895
O 8.2658 -3.2219 1.0396
O 8.4303 -2.8309 -1.2184
C 8.2478 -4.2274 -1.4436
H 8.7603 0.4788 1.4181
H 7.6472 -0.7846 1.9767
H 9.4302 -1.0317 2.0637
H 7.2732 -4.5549 -1.0674
H 9.0562 -4.8021 -0.9802
H 8.2762 -4.4023 -2.5226
C -3.6642 0.5382 -5.0161
O -3.6722 0.0132 -6.3422
C -3.8551 -1.3297 -6.4099
O -4.0057 -2.0817 -5.4599
O -3.8413 -1.6907 -7.7179
C -4.0238 -3.0872 -7.9430
H -3.5113 1.6190 -5.0813
H -4.6244 0.3556 -4.5228
H -2.8414 0.1085 -4.4357
H -4.9983 -3.4148 -7.5668
H -3.2154 -3.6619 -7.4797
H -3.9954 -3.2621 -9.0221
```

Computed properties:
* frontier orbital gap: 0.27678 Eh
* lowest unoccupied orbital energy: -0.562 eV
* electronic energy: -6322.92355 Ha
* M: 953.5 g/mol
* HOMO energy: -8.0936 eV


Entry 2:
A 2-piece molecular cluster, C5H9FO2 overall, computed with the ωB97M-V functional and the def2-TZVPD basis.

```
17
Properties=species:S:1:pos:R:3
C 1.0775 0.9883 -0.9604
C 2.4332 0.7221 -1.6358
C -0.7397 -1.0507 1.6624
C -1.7872 0.4505 -0.0994
C -0.7270 0.2481 1.0028
O 0.3521 1.8606 -1.3525
O 1.0414 0.2133 0.0909
F -0.6284 1.3722 1.6937
H 2.2134 -0.1376 -2.2321
H 2.7648 1.6262 -2.0604
H 3.0695 0.3331 -0.9207
H -1.0517 -1.8356 0.9360
H 0.2440 -1.3535 2.1359
H -1.3756 -0.8632 2.4527
H -1.6701 1.4343 -0.5558
H -2.7961 0.3574 0.3835
H -1.6645 -0.3472 -0.7917
```

Computed properties:
* frontier orbital gap: 0.36585 Eh
* lowest unoccupied orbital energy: 0.580 eV
* electronic energy: -446.20720 Ha
* M: 120.1 g/mol
* HOMO energy: -9.3748 eV
* energy above the lowest of the compared OMol25 structures with the same formula, charge and spin: 34.8 kcal per mole


Entry 3:
C21H34N2O5 in the gas phase, computed with the ωB97M-V functional and the def2-TZVPD basis.

```
62
Properties=species:S:1:pos:R:3
C -4.0407 -4.3691 3.2824
C -3.5403 -3.1837 2.5126
C -3.6680 -3.1144 1.1356
C -3.2156 -2.0184 0.4120
C -2.6358 -0.9552 1.1044
C -2.4900 -1.0051 2.4951
C -2.9412 -2.1210 3.1775
H -2.8351 -2.1624 4.2527
C -1.8804 0.1527 3.2263
H -0.8722 0.3577 2.8683
H -2.4768 1.0506 3.0649
H -1.8395 -0.0485 4.2937
N -2.1515 0.1825 0.4229
C -2.8541 0.9961 -0.3869
O -4.0260 0.8736 -0.6790
C -1.9922 2.1561 -0.9038
N -0.6358 1.7012 -1.1365
C 0.4127 2.6148 -0.7324
H 1.3513 2.2263 -1.1241
H 0.2619 3.6354 -1.1301
C 0.5136 2.7143 0.7992
O 0.6835 1.4632 1.4370
C 2.0020 1.1309 1.8112
C 2.9361 0.9317 0.6175
O 4.1414 0.3317 1.0584
C 4.8604 -0.2806 0.0173
C 5.3756 0.6991 -1.0538
O 4.3842 1.1733 -1.9403
C 3.9838 0.2735 -2.9520
H 4.1362 -0.7654 -2.6421
H 4.5715 0.4605 -3.8637
C 2.5008 0.4783 -3.2584
H 2.3141 1.5511 -3.3981
H 2.2431 -0.0514 -4.1881
O 1.7541 -0.0393 -2.1814
C 0.3712 -0.1872 -2.4022
H 0.2088 -0.7382 -3.3419
H 0.0212 -0.7939 -1.5635
C -0.4551 1.1081 -2.4487
H -0.0040 1.8158 -3.1611
H -1.4390 0.8304 -2.8331
H 5.7654 1.5916 -0.5576
H 6.1904 0.2194 -1.6134
H 5.7167 -0.7580 0.4994
H 4.2381 -1.0524 -0.4605
H 2.4390 0.2846 -0.1145
H 3.1587 1.8951 0.1412
H 1.9199 0.1899 2.3606
H 2.4136 1.8954 2.4853
H -0.4157 3.1286 1.2065
H 1.3300 3.3968 1.0620
H -2.0024 2.9326 -0.1361
H -2.4690 2.5774 -1.8003
H -1.2094 0.4886 0.6482
C -3.3422 -1.9942 -1.0786
H -2.4070 -1.6759 -1.5389
H -3.6102 -2.9771 -1.4579
H -4.1117 -1.2801 -1.3711
H -4.1253 -3.9368 0.6035
H -4.9061 -4.0885 3.8828
H -3.2723 -4.7393 3.9592
H -4.3346 -5.1730 2.6123
```

Computed properties:
* frontier orbital gap: 0.32650 Eh
* lowest unoccupied orbital energy: 0.809 eV
* electronic energy: -1306.27210 Ha
* M: 394.5 g/mol
* HOMO energy: -8.0753 eV
* structure (SMILES): Cc1cc(C)c(NC(=O)CN2CCOCCOCCOCCOCC2)c(C)c1
* energy above the lowest of the compared OMol25 structures with the same formula, charge and spin: 4.7 kcal per mole